{
  "formula": "C28H41Cl2FO21",
  "method": "ωB97M-V/def2-TZVPD",
  "homo_energy_ev": -11.0,
  "e_above_lowest_kcal_mol": 0.00,
  "elements": ["O", "C", "O", "C", "C", "F", "O", "H", "H", "H", "C", "C", "C", "O", "C", "O", "O", "H", "H", "H", "H", "H", "H", "C", "C", "C", "O", "C", "O", "O", "H", "H", "H", "H", "H", "H", "C", "C", "C", "O", "C", "O", "O", "H", "H", "H", "H", "H", "H", "C", "C", "C", "O", "C", "O", "O", "H", "H", "H", "H", "H", "H", "C", "C", "C", "O", "C", "O", "O", "H", "H", "H", "H", "H", "H", "C", "C", "C", "O", "C", "O", "O", "H", "H", "H", "H", "H", "H", "Cl", "C", "Cl", "H", "H"],
  "xyz": [[1.4410, 2.4957, -0.1710], [2.2945, 3.1535, 0.3745], [3.2903, 3.6996, -0.2885], [4.2676, 4.3568, 0.5635], [3.5568, 4.3372, 1.9276], [2.8363, 5.4328, 2.1558], [2.5329, 3.3862, 1.6946], [5.1759, 3.7649, 0.6770], [4.5367, 5.3440, 0.1877], [4.1435, 4.1366, 2.8241], [-0.7806, -3.9454, -2.9555], [0.7070, -4.4450, -2.8821], [0.7956, -5.9748, -2.8869], [2.0340, -6.1451, -3.5642], [2.3376, -4.9703, -4.2905], [3.3032, -4.9694, -5.0566], [1.4557, -4.0544, -3.9624], [-1.1858, -4.5287, -3.7823], [-0.7555, -2.8858, -3.2099], [-1.3002, -4.1257, -2.0144], [1.2451, -4.0036, -2.0432], [0.0041, -6.5075, -3.4140], [0.8349, -6.3278, -1.8564], [2.1762, -0.3508, 2.6101], [3.5270, -0.3256, 3.2631], [4.6457, -0.8982, 2.5339], [5.7024, 0.1064, 2.6189], [5.1694, 1.2245, 3.1068], [5.7283, 2.2892, 3.1832], [3.9198, 0.9885, 3.5581], [1.7953, -1.3711, 2.5646], [2.2163, 0.1112, 1.6236], [1.4329, 0.1907, 3.1952], [3.5117, -0.8350, 4.2267], [4.4100, -1.1008, 1.4891], [4.9984, -1.8330, 2.9696], [-4.6111, -4.6047, 0.3350], [-3.7251, -3.4891, 0.8617], [-3.3715, -3.6576, 2.2980], [-1.9648, -3.4028, 2.2869], [-1.4753, -3.4501, 1.0220], [-0.3265, -3.2640, 0.7143], [-2.4766, -3.6523, 0.1678], [-4.1674, -5.5985, 0.3959], [-4.7981, -4.5340, -0.7365], [-5.5703, -4.5673, 0.8513], [-4.0375, -2.4830, 0.5817], [-3.6842, -4.6147, 2.7154], [-3.9901, -3.0467, 2.9555], [-5.1345, 2.3350, 1.1223], [-6.3912, 1.5448, 0.7998], [-6.3677, 0.6730, -0.4676], [-6.3035, -0.6441, 0.0202], [-6.5401, -0.6865, 1.3181], [-6.5675, -1.7336, 1.9703], [-6.7560, 0.5892, 1.7867], [-5.3114, 3.0410, 1.9337], [-4.8145, 2.8437, 0.2130], [-4.3777, 1.6208, 1.4470], [-7.1972, 2.2783, 0.7796], [-5.6012, 0.8912, -1.2112], [-7.2803, 0.8173, -1.0458], [4.5452, -1.6961, -3.6146], [3.7756, -0.6069, -2.7390], [3.1637, -1.1604, -1.4953], [3.5765, -0.1858, -0.5258], [4.4962, 0.5890, -1.0043], [5.0110, 1.4786, -0.3565], [4.7475, 0.2722, -2.2889], [5.1440, -2.3317, -2.9623], [5.1067, -1.3086, -4.4647], [3.8361, -2.3893, -4.0672], [3.1136, -0.0079, -3.3644], [3.4962, -2.1698, -1.2531], [2.0787, -1.1643, -1.5994], [-1.4080, 3.8412, 0.3215], [-1.5002, 5.3119, 0.7460], [-0.2637, 6.1311, 0.3378], [-0.7145, 7.1606, -0.5018], [-2.0875, 7.0409, -0.6707], [-2.7759, 7.8122, -1.3256], [-2.5091, 5.9637, -0.0058], [-2.3761, 3.3435, 0.3764], [-0.7372, 3.2608, 0.9550], [-1.0396, 3.7423, -0.6996], [-1.6508, 5.4637, 1.8148], [0.4369, 5.5208, -0.2323], [0.2810, 6.5339, 1.1917], [-2.5454, -0.2297, 0.4054], [-0.8723, 0.3138, -0.0330], [-0.4109, -0.4065, -1.6468], [-0.8896, 1.4033, -0.0608], [-0.1903, -0.1515, 0.6787]],
  "forces_ev_per_a": [[0.24, 0.63, 1.40], [1.35, -0.39, -0.02], [1.31, 1.31, -1.19], [-0.31, -0.63, 0.80], [-0.52, -0.82, -1.30], [-0.38, 2.45, 0.38], [-1.12, -1.75, 0.69], [-0.16, -0.32, -0.48], [-0.44, -0.06, 0.00], [0.01, -0.53, -0.32], [2.03, -0.38, -0.54], [-2.77, -0.24, 2.16], [0.60, 0.84, 0.41], [0.60, 0.63, -0.75], [2.68, -3.26, -0.98], [-3.08, 0.93, 2.13], [0.92, 1.57, -2.70], [-0.53, 0.25, 0.06], [-0.33, -0.05, 0.13], [0.07, 0.05, -0.15], [-0.37, -0.27, 0.60], [-0.11, 0.25, -0.16], [0.25, -0.24, -0.13], [-0.47, 0.03, -0.04], [-1.58, -0.23, 2.02], [2.08, -0.90, -1.66], [-0.39, -0.78, -0.34], [0.28, 0.87, 0.37], [-0.50, -0.77, -0.11], [0.31, 1.56, -0.22], [0.14, -0.13, -0.32], [0.03, -0.15, -0.10], [0.20, 0.16, 0.18], [-0.54, -0.03, 0.23], [0.20, 0.28, -0.08], [0.20, 0.18, 0.05], [-0.71, 0.29, -0.45], [-0.59, -1.17, -1.72], [-0.68, 0.05, 0.53], [0.38, -0.04, 0.80], [0.21, 0.68, 0.09], [-0.69, -0.39, 0.42], [0.73, -0.04, -0.13], [0.25, 0.12, 0.72], [-0.13, 0.56, -0.02], [-0.05, -0.18, -0.02], [-0.51, -0.16, 0.28], [0.96, -0.74, -0.44], [0.76, 1.08, -0.10], [0.00, -0.98, 0.25], [-0.36, 0.85, -0.55], [-0.56, 1.26, -0.66], [0.53, -0.71, -0.80], [-0.32, -1.54, 2.18], [0.07, 3.01, -1.45], [0.41, -1.50, 0.65], [-0.01, 0.03, -0.15], [0.08, 0.13, 0.13], [0.31, 0.21, -0.10], [-0.26, -0.24, -0.27], [0.58, -0.24, 0.55], [-0.35, -0.27, 0.23], [-1.58, 0.18, 0.54], [1.42, -1.99, -3.08], [-0.91, 0.06, -0.22], [-1.94, -1.80, 1.27], [1.83, 2.42, 0.08], [-0.32, -1.24, -1.00], [1.44, 1.65, 1.18], [0.35, 0.34, 0.01], [0.13, 0.37, 0.43], [-0.32, 0.03, 0.01], [-0.42, -0.30, 0.04], [0.29, 0.16, 0.29], [0.08, 0.03, 0.46], [-0.29, 0.12, 0.32], [1.15, -0.17, -0.55], [1.05, -0.77, 0.23], [-1.68, 0.54, -0.39], [0.05, 1.98, -1.24], [1.74, -2.13, 1.69], [-1.46, -0.02, -0.03], [-0.18, 0.18, 0.05], [0.16, 0.32, 0.14], [0.01, 0.20, -0.04], [-0.53, -0.26, -0.06], [0.07, -0.10, -0.04], [-0.14, 0.17, -0.02], [0.62, 0.25, -0.13], [-0.36, -1.02, -0.56], [-0.39, 0.75, 0.83], [0.33, -0.47, -0.18], [-0.16, 0.42, -0.04]],
  "lowdin_charge": [0.12, -0.56, 0.07, 0.00, -0.29, 0.07, 0.11, 0.12, 0.14, 0.16, 0.01, -0.34, -0.10, 0.03, -0.49, 0.12, 0.09, 0.08, 0.05, 0.07, 0.15, 0.13, 0.14, 0.00, -0.36, -0.07, 0.10, -0.56, 0.13, 0.10, 0.10, 0.07, 0.10, 0.16, 0.12, 0.14, -0.01, -0.33, -0.10, 0.07, -0.59, 0.12, 0.05, 0.09, 0.09, 0.09, 0.10, 0.13, 0.14, -0.03, -0.32, -0.09, 0.07, -0.52, 0.11, 0.08, 0.09, 0.09, 0.04, 0.15, 0.13, 0.13, 0.02, -0.31, -0.08, 0.06, -0.56, 0.15, 0.10, 0.09, 0.09, 0.06, 0.16, 0.14, 0.07, -0.02, -0.28, -0.11, 0.06, -0.50, 0.13, 0.08, 0.06, 0.08, 0.10, 0.15, 0.13, 0.13, 0.60, -0.86, 0.55, -0.02, 0.02]
}